No. 1
Molecular formula: C26H37CaN2O6P2S
Method: DFT, ωB97M-V/def2-TZVPD

Its total charge is -1. As for the largest force on an atom: 2.701 eV Å⁻¹. The calculation puts the LUMO energy at 2.523 eV. The value obtained for the orbital gap is 0.2352 hartree. As for the HOMO energy: -0.142 Eh.

Structure (XYZ):
```
75
Properties=species:S:1:pos:R:3:forces:R:3:lowdin_charge:R:1
Ca 0.102 -0.129 0.004 0.6117 0.0935 2.6293 1.21
N -2.879 0.477 -2.099 0.3127 -0.0242 -0.4355 0.14
C -1.655 0.117 -2.945 -0.1972 -0.0144 0.1055 -0.48
C -2.068 0.161 -4.420 -0.1278 0.0333 0.1889 -0.09
P -0.329 1.362 -2.595 -0.3531 0.3934 -0.3182 0.29
O 0.948 0.396 -2.913 0.2003 0.1191 -0.0115 -0.17
O -0.376 2.495 -3.541 -0.0263 -0.0821 0.0459 -0.30
O -0.383 1.592 -1.104 -0.2596 0.9269 -1.0901 -0.48
P -1.330 -1.674 -2.444 -0.2364 0.0063 -0.0014 0.31
O -0.341 -2.195 -3.599 0.1054 0.0430 0.0694 -0.13
O -2.675 -2.280 -2.576 0.1233 -0.0283 0.0042 -0.29
O -0.592 -1.701 -1.121 -0.7261 -1.1582 -1.7576 -0.52
H -3.369 1.283 -2.477 -0.0118 0.0529 -0.0814 0.16
H -2.665 0.672 -1.098 0.1826 0.0210 0.3105 -0.01
H -3.488 -0.349 -2.096 -0.1043 -0.1775 -0.0932 0.12
H -2.416 1.164 -4.684 0.0445 -0.0586 0.0191 0.08
H -2.843 -0.582 -4.626 0.0420 0.0320 0.0407 0.08
H -1.208 -0.063 -5.045 0.0462 -0.0041 0.0079 0.08
H 1.673 0.941 -3.253 -0.0626 -0.1509 0.0527 0.09
H 0.562 -1.882 -3.429 -0.1665 -0.0267 -0.0185 0.06
S -2.607 -0.168 0.938 0.0014 -0.0992 0.3894 0.53
C -2.728 0.464 2.586 0.0172 0.2320 0.0395 -0.69
C -3.723 -0.002 3.455 0.0465 0.0343 0.0141 -0.15
C -3.811 0.454 4.765 0.0224 -0.0120 -0.0870 -0.12
C -2.908 1.393 5.253 -0.0361 -0.0664 -0.0534 -0.13
C -1.918 1.870 4.405 0.0106 -0.0112 -0.1260 -0.11
C -1.833 1.418 3.093 -0.0895 -0.0553 0.0573 -0.13
H -4.425 -0.740 3.084 0.0041 0.0116 0.0283 0.09
H -4.591 0.067 5.414 0.0384 0.0140 -0.0488 0.09
H -2.972 1.742 6.277 -0.0071 -0.0115 -0.0346 0.09
H -1.202 2.604 4.763 -0.0324 -0.0571 -0.0386 0.09
H -1.060 1.810 2.445 0.0437 0.0393 -0.0266 0.07
C 1.451 4.152 2.237 0.0595 -0.0403 -0.0024 -0.05
C 2.440 3.022 2.059 -0.0826 0.0103 -0.0204 -0.29
C 3.772 3.167 2.451 0.0574 -0.0515 -0.0012 -0.06
C 4.644 2.100 2.266 -0.0564 0.0011 -0.0078 -0.30
C 6.091 2.227 2.682 -0.0459 0.0188 0.0002 -0.07
C 4.214 0.902 1.701 -0.0815 0.0893 -0.0048 -0.01
C 2.868 0.693 1.281 -0.0895 -0.0095 0.0867 -0.28
C 2.024 1.832 1.503 0.1723 -0.2324 -0.0980 -0.04
N 2.262 -0.399 0.728 0.7882 -0.1599 0.0917 -0.10
C 2.878 -1.693 0.381 0.0643 0.0616 0.0047 -0.46
C 4.338 -1.977 0.792 -0.0564 -0.1293 0.1104 -0.10
C 4.783 -3.393 0.382 -0.1550 0.0266 -0.0374 -0.29
C 4.707 -3.536 -1.141 -0.0007 -0.0157 0.0207 -0.13
C 3.265 -3.291 -1.589 -0.0222 0.0307 0.1025 -0.29
C 2.338 -4.327 -0.937 0.0482 0.0718 0.0178 -0.11
C 2.436 -4.209 0.590 0.0835 0.0798 -0.0245 -0.29
C 3.882 -4.444 1.036 -0.0069 0.0297 -0.0192 -0.13
C 2.007 -2.803 1.021 0.0059 0.0436 -0.0766 -0.09
C 2.836 -1.881 -1.156 -0.0733 -0.0426 0.0213 -0.10
H 1.932 5.030 2.674 -0.0266 -0.0619 -0.0301 0.07
H 0.626 3.857 2.892 0.0397 0.0068 -0.0223 0.06
H 1.013 4.444 1.278 0.0192 -0.0173 0.0359 0.08
H 4.119 4.097 2.893 -0.0138 -0.0565 -0.0233 0.10
H 6.291 3.208 3.118 -0.0110 -0.0331 -0.0165 0.06
H 6.760 2.095 1.828 -0.0049 -0.0005 0.0018 0.07
H 6.355 1.468 3.422 -0.0025 0.0024 -0.0043 0.07
H 4.956 0.128 1.604 -0.0320 0.0491 0.0117 0.07
H 0.984 1.773 1.197 -0.0466 0.1526 0.0660 0.05
H 4.440 -1.868 1.875 0.0263 0.0168 -0.0012 0.12
H 5.002 -1.257 0.311 0.0091 -0.0094 -0.0214 0.11
H 5.815 -3.539 0.709 0.0646 -0.0136 0.0385 0.13
H 5.037 -4.537 -1.446 -0.0113 0.0494 0.0239 0.11
H 5.377 -2.810 -1.616 -0.0224 -0.0250 0.0019 0.12
H 3.200 -3.378 -2.680 -0.0166 0.0212 0.0140 0.13
H 2.623 -5.337 -1.255 -0.0091 0.0270 0.0057 0.12
H 1.303 -4.159 -1.256 0.0529 0.0034 0.0138 0.12
H 1.777 -4.949 1.057 -0.0017 0.0095 0.0021 0.14
H 4.209 -5.452 0.754 0.0045 0.0290 0.0064 0.11
H 3.952 -4.368 2.128 -0.0070 -0.0118 -0.0361 0.12
H 2.069 -2.695 2.108 -0.0160 0.0015 0.0175 0.13
H 0.958 -2.660 0.741 0.0121 0.0367 -0.0097 0.10
H 1.817 -1.705 -1.504 -0.0301 0.0360 -0.0127 0.07
H 3.475 -1.118 -1.613 -0.0020 -0.0099 -0.0058 0.13
```
Positions in Å, forces in eV/Å.


No. 2
Molecular formula: C26H37F8NNbO26P2
Method: DFT, ωB97M-V/def2-TZVPD

Its total charge is -1. As for the largest force on an atom: 1.826 eV Å⁻¹. The calculation puts the LUMO energy at 0.178 eV. The value obtained for the orbital gap is 0.0881 hartree. As for the HOMO energy: -0.082 Eh.

Structure (XYZ):
```
101
Properties=species:S:1:pos:R:3:forces:R:3:lowdin_charge:R:1
C -3.151 4.094 -1.689 0.3911 0.2389 -0.3615 -0.38
P -2.931 2.299 -1.425 -1.1352 -0.3448 0.2780 0.74
C -2.325 1.628 -3.015 -0.4139 0.0594 -0.0674 -0.36
Nb -4.979 1.013 -0.649 0.5114 -0.4133 1.7032 0.18
P -6.324 2.605 -2.219 0.9973 -0.1868 -0.7226 0.36
N -6.691 3.946 -1.511 0.0626 0.2880 0.2175 -0.20
O -5.519 2.981 -3.613 -0.2211 0.6023 -0.3051 -0.30
O -7.675 1.906 -2.870 0.0742 -0.3241 0.0003 -0.31
H -4.030 4.419 -1.127 0.1047 -0.1356 -0.0209 0.00
H -3.301 4.310 -2.749 -0.0054 0.0511 0.0574 0.03
H -2.281 4.656 -1.340 0.1085 0.0298 0.0076 0.01
H -2.489 0.549 -2.961 0.0787 0.0901 0.0942 0.00
H -1.267 1.825 -3.187 0.0791 0.1200 -0.0967 0.01
H -2.932 2.016 -3.836 0.1588 0.1626 -0.1002 0.03
H -5.214 2.248 0.706 -0.1994 0.3869 -0.0629 -0.10
H -6.666 0.378 -0.383 0.1256 -0.4990 -0.3594 -0.15
H -4.964 0.067 -2.242 -1.1438 0.2198 -0.3743 -0.10
H -4.095 -0.374 0.159 0.4018 -0.1501 0.0387 -0.13
H -7.689 4.122 -1.488 -0.0349 0.0385 0.2462 -0.04
H -5.690 2.326 -4.288 0.1447 -0.4640 -0.1659 0.04
H -7.995 2.512 -3.546 -0.1235 0.2148 -0.1838 0.04
C -10.890 1.085 -3.091 0.1177 -0.0051 0.1224 -0.04
C -11.677 2.027 -2.202 -0.0692 -0.1894 -0.0550 -0.31
O -12.958 1.420 -2.176 0.0074 -0.0076 0.2451 0.12
C -12.804 0.085 -2.407 0.0606 0.0815 -0.1025 -0.56
O -13.648 -0.729 -2.233 -0.0313 0.0175 -0.0408 0.17
O -11.557 -0.165 -2.853 0.0532 0.0353 -0.0657 0.08
F -11.791 3.273 -2.724 -0.0400 0.0222 -0.1184 0.07
H -11.009 1.360 -4.141 -0.0409 0.0749 -0.0006 0.14
H -9.836 1.023 -2.832 -0.0216 -0.1993 0.0806 0.12
H -11.300 2.109 -1.183 0.0528 0.0989 -0.0022 0.18
C 2.143 4.788 -1.983 0.0207 -0.0853 0.0287 -0.04
C 1.122 3.809 -1.438 0.0140 0.1135 0.0031 -0.31
O 0.181 3.735 -2.490 0.0366 -0.1288 -0.1368 0.09
C 0.817 4.031 -3.657 0.1615 0.0876 0.1478 -0.55
O 0.385 3.834 -4.740 -0.0961 0.0316 -0.0409 0.18
O 2.038 4.563 -3.395 -0.0246 0.0186 0.0216 0.07
F 0.514 4.273 -0.320 -0.0767 0.0607 -0.0287 0.07
H 1.852 5.813 -1.755 -0.0590 -0.0098 0.0717 0.15
H 3.149 4.599 -1.626 0.0733 -0.0221 -0.1503 0.11
H 1.509 2.811 -1.234 -0.0105 -0.0035 0.1105 0.16
C 4.768 1.604 2.147 -0.0450 -0.1391 -0.0300 -0.03
C 3.817 1.225 1.026 -0.0270 0.0596 0.2052 -0.30
O 3.415 2.506 0.547 0.1438 0.0667 -0.2739 0.12
C 4.418 3.387 0.804 -0.0578 -0.1719 0.1357 -0.55
O 4.517 4.463 0.316 -0.0636 0.1196 -0.0394 0.17
O 5.292 2.855 1.680 0.0537 -0.0364 0.0597 0.08
F 2.729 0.563 1.472 -0.0482 0.0986 0.0283 0.09
H 4.219 1.761 3.075 -0.0669 -0.0475 0.0245 0.15
H 5.568 0.888 2.301 0.0869 0.0459 -0.0685 0.13
H 4.267 0.658 0.215 -0.0695 -0.0751 0.0025 0.15
C 7.599 -2.394 1.794 0.0012 -0.0420 -0.0633 -0.04
C 8.081 -2.815 0.416 -0.0572 0.1336 0.0701 -0.31
O 6.889 -2.764 -0.346 0.0561 0.1224 -0.1865 0.14
C 6.045 -1.869 0.232 0.0741 -0.1559 0.2159 -0.54
O 5.070 -1.428 -0.273 -0.0120 0.0192 -0.0695 0.19
O 6.491 -1.546 1.469 0.0439 0.0302 -0.0041 0.06
F 8.572 -4.073 0.393 -0.0875 -0.1415 0.0153 0.08
H 7.242 -3.259 2.354 0.0245 -0.0502 -0.0162 0.15
H 8.335 -1.850 2.375 -0.0325 0.1279 -0.0309 0.14
H 8.818 -2.149 -0.034 0.0910 -0.0622 0.0089 0.17
C -2.417 1.360 5.163 0.0503 0.0163 -0.0305 -0.06
C -1.544 0.943 3.990 -0.2704 0.0289 -0.0164 -0.31
O -2.439 0.208 3.203 0.1847 0.1843 0.0640 0.08
C -3.723 0.657 3.453 0.3073 -0.0723 -0.4595 -0.54
O -4.627 0.404 2.752 -0.4642 -0.0422 0.5280 0.13
O -3.711 1.436 4.566 0.0117 -0.0397 0.0847 0.07
F -0.510 0.134 4.368 -0.0515 -0.0591 0.0744 0.05
H -2.410 0.585 5.932 0.0658 -0.0305 -0.0020 0.14
H -2.145 2.317 5.596 -0.0935 0.0830 -0.0549 0.14
H -1.141 1.769 3.403 0.1644 -0.0046 0.0435 0.18
C -1.136 -2.394 1.878 -0.0201 0.0422 -0.0361 -0.05
C -1.751 -2.213 0.499 -0.0505 -0.1014 0.2240 -0.31
O -1.773 -3.559 0.022 -0.2036 -0.1169 -0.0107 0.14
C -1.829 -4.398 1.078 0.1096 0.2028 -0.0882 -0.56
O -2.071 -5.558 1.025 0.0565 -0.1121 0.0242 0.16
O -1.555 -3.724 2.227 0.1383 0.0986 0.0356 0.05
F -0.967 -1.474 -0.314 0.1925 -0.0622 -0.0523 0.07
H -0.045 -2.362 1.817 0.0176 0.0229 -0.0969 0.14
H -1.493 -1.676 2.607 -0.1146 -0.1733 -0.0143 0.10
H -2.763 -1.802 0.488 0.0042 0.1440 -0.0779 0.09
C 1.640 -4.293 4.184 -0.1721 -0.0646 -0.0421 -0.04
C 0.920 -3.390 5.167 0.0242 -0.0845 -0.1068 -0.31
O 1.899 -2.406 5.441 -0.0442 0.2368 -0.0736 0.13
C 2.729 -2.321 4.367 -0.1549 -0.2961 0.0760 -0.55
O 3.512 -1.455 4.183 0.2561 0.2145 -0.0171 0.17
O 2.530 -3.375 3.542 0.0229 0.0010 -0.0348 0.07
F 0.591 -4.029 6.312 0.0966 -0.0052 0.0853 0.08
H 2.219 -5.055 4.707 -0.0376 0.0074 0.1045 0.14
H 0.975 -4.762 3.464 0.0352 0.1223 -0.1463 0.14
H 0.030 -2.904 4.765 -0.0844 -0.0509 0.0612 0.16
C 10.610 -3.967 -3.756 -0.0033 -0.0743 -0.0026 -0.05
C 10.662 -5.435 -3.367 0.0095 0.1512 0.0555 -0.31
O 11.503 -5.414 -2.231 -0.1116 -0.0600 0.1681 0.13
C 11.413 -4.185 -1.650 -0.0562 -0.0006 -0.1463 -0.56
O 11.797 -3.914 -0.565 0.0763 0.0194 0.0234 0.18
O 10.798 -3.321 -2.494 -0.0227 0.0254 -0.0133 0.06
F 11.220 -6.208 -4.326 0.1075 0.0391 -0.0160 0.08
H 11.441 -3.722 -4.419 0.0160 -0.0523 -0.0369 0.14
H 9.671 -3.658 -4.203 -0.0669 0.0427 0.1110 0.14
H 9.701 -5.868 -3.087 -0.0213 -0.0580 -0.0837 0.17
```
Positions in Å, forces in eV/Å.


No. 3
Molecular formula: C26H37InN8O5P
Method: DFT, ωB97M-V/def2-TZVPD

Its total charge is +1. As for the largest force on an atom: 3.453 eV Å⁻¹. The calculation puts the LUMO energy at -5.060 eV. The value obtained for the orbital gap is 0.1836 hartree. As for the HOMO energy: -0.370 Eh. For the energy relative to the best compared isomer or geometry (same formula, charge and spin), the calculation gives 264.7 kJ/mol.

Structure (XYZ):
```
78
Properties=species:S:1:pos:R:3:forces:R:3:lowdin_charge:R:1
In 1.836 2.841 0.346 -0.6686 -1.6461 -1.3915 1.14
O 6.168 -0.477 1.089 -1.4862 0.3995 -1.1242 0.04
C 5.184 -1.304 1.508 -0.2433 1.7716 0.5634 -0.25
C 5.544 -2.522 2.067 -0.2643 -0.3324 0.3182 -0.01
C 4.603 -3.370 2.619 -1.7637 1.4389 -1.5534 -0.02
C 3.227 -2.956 2.584 1.0390 -0.1536 -0.0715 -0.06
C 2.869 -1.734 2.060 -0.5585 0.3302 -0.8216 -0.01
C 3.830 -0.844 1.522 0.4630 -1.3219 0.2396 -0.08
C 3.418 0.477 1.090 -0.6591 -0.0829 0.5992 -0.38
O 2.163 0.778 1.087 0.6396 0.9450 0.0915 -0.09
N 4.406 1.333 0.756 -0.7355 1.2730 0.5620 0.06
N 3.961 2.609 0.547 2.2823 -1.1921 -1.4271 -0.05
C 4.803 3.471 0.026 -2.5494 -0.6633 1.3715 -0.01
C 4.203 4.575 -0.641 -0.6066 1.9189 -0.7008 -0.25
C 4.948 5.688 -1.082 -1.8895 0.4010 0.4891 0.04
C 4.236 6.822 -1.525 0.4725 -0.5826 -0.1737 0.00
C 2.878 6.714 -1.847 0.8307 -0.8790 0.3737 -0.01
C 2.252 5.549 -1.465 -0.1430 -1.4268 0.0203 -0.07
N 2.864 4.516 -0.818 -0.0064 1.5350 -0.4709 0.03
H 5.624 0.292 0.650 1.7835 -0.8425 0.9557 0.08
H 6.592 -2.724 2.057 0.5103 -0.4099 -0.0482 0.12
H 4.797 -4.400 2.806 0.4758 -0.4483 0.7429 0.10
H 2.473 -3.648 2.909 -0.2271 -0.0851 0.1402 0.10
H 1.821 -1.428 1.883 0.5729 -0.4071 0.5850 0.12
H 5.826 3.504 0.211 1.7884 -0.8484 -0.1079 0.13
H 6.005 5.692 -0.963 0.6209 0.1310 0.1630 0.12
H 4.750 7.771 -1.638 0.0779 -0.2034 -0.3345 0.13
H 2.358 7.414 -2.471 -0.1649 0.5124 0.2382 0.12
H 1.232 5.317 -1.744 -0.1585 0.3217 0.1843 0.12
N 1.446 1.620 -1.590 -0.5752 -1.2395 0.6663 0.01
N 0.408 2.372 -2.207 0.2519 -0.1099 -1.2067 0.01
C -0.588 2.793 -1.318 -2.2249 -1.4942 1.5098 -0.59
O -1.798 2.656 -1.546 3.1700 1.3680 0.0595 0.07
O -0.108 3.188 -0.114 -0.4739 0.3412 -0.6244 -0.14
H 2.288 1.594 -2.162 -0.4245 -0.1260 -0.1687 0.12
H 1.076 0.636 -1.349 0.6835 1.4125 -0.3366 0.13
H 0.064 1.941 -3.077 -0.1158 0.2481 0.8800 0.16
O -0.716 -0.709 -0.577 -0.3206 0.6667 -0.2602 -0.31
P -2.060 -1.254 -0.205 1.4922 -0.9186 1.3358 0.53
N -3.290 -1.056 -1.263 -0.7145 0.9707 -1.3074 -0.19
C -3.824 0.325 -1.618 -0.1067 -0.1570 1.2762 -0.16
C -4.364 0.256 -3.037 0.9276 0.2668 0.5855 -0.19
C -4.565 -1.213 -3.301 0.3282 -0.0581 -0.8656 -0.16
C -3.546 -1.954 -2.413 -1.0126 -0.6831 1.0498 -0.18
N -2.626 -0.613 1.220 -0.7545 -0.1694 0.5414 -0.20
C -1.908 0.399 1.990 2.3238 1.2121 -1.5370 -0.23
C -2.647 0.620 3.313 1.7070 -2.5675 0.4137 -0.18
C -4.074 0.270 2.887 -0.0942 1.0870 -0.5484 -0.17
C -3.938 -0.891 1.866 0.8084 -0.6480 0.3899 -0.18
N -1.789 -2.893 0.102 0.4984 -0.7208 -0.7267 -0.20
C -2.555 -3.775 1.003 1.2794 0.2321 0.8667 -0.20
C -2.309 -5.236 0.477 -0.6388 0.6967 0.7034 -0.16
C -0.928 -5.158 -0.222 -0.7090 0.0233 -0.1309 -0.17
C -0.853 -3.718 -0.746 -0.0204 1.2548 -0.5883 -0.19
H -3.080 1.139 -1.488 -0.6066 -0.8104 0.1233 0.08
H -4.725 0.499 -0.991 0.7734 0.0861 0.1506 0.12
H -3.674 0.672 -3.731 0.8509 0.3604 -0.6159 0.10
H -5.206 0.928 -3.033 -0.7356 -0.2336 -0.4717 0.11
H -4.509 -1.469 -4.382 0.1325 0.0538 0.7595 0.12
H -5.551 -1.446 -2.980 -0.8947 -0.6017 0.3167 0.10
H -2.621 -2.264 -2.896 -0.0460 0.0402 -0.2840 0.10
H -4.081 -2.829 -1.982 0.6981 0.0694 -0.5695 0.12
H -1.897 1.359 1.385 0.0040 -0.7526 0.6311 0.12
H -0.811 0.074 2.031 -1.3394 0.5707 0.4618 0.12
H -2.482 1.627 3.742 -0.2833 -0.6179 -0.2790 0.11
H -2.185 -0.184 4.017 -1.0494 1.3953 -0.6962 0.14
H -4.359 1.231 2.394 -0.6428 -0.8968 0.1811 0.12
H -4.695 0.046 3.754 -0.2634 0.0385 -0.3293 0.11
H -4.638 -1.070 1.046 -0.5781 0.7101 0.3534 0.10
H -3.956 -1.861 2.439 0.3691 0.7672 -0.3602 0.10
H -3.579 -3.412 0.894 -0.1894 -0.6767 0.7570 0.09
H -2.118 -3.672 2.080 -1.1306 -0.0902 -1.5741 0.14
H -3.098 -5.398 -0.249 0.0364 -0.1941 -0.5011 0.09
H -2.516 -6.016 1.266 0.7845 0.8482 -0.7063 0.12
H -0.792 -5.948 -0.988 -0.1908 0.6392 0.2252 0.12
H -0.089 -5.243 0.440 0.2077 -0.3926 0.8027 0.09
H -1.193 -3.600 -1.788 0.2419 -0.4017 0.1260 0.09
H 0.192 -3.318 -0.712 -0.8658 -0.2513 0.1092 0.11
```
Positions in Å, forces in eV/Å.